# 1
DFT (ωB97M-V with the def2-TZVPD basis set) results for a 12-piece molecular cluster, C26H48BCl6N4O28 overall.

The geometry in ORCA input format:
```
! wB97M-V def2-TZVPD RIJCOSX def2/J DEFGRID3
* xyz -1 1
C 4.47 0.47 0.87
O 5.71 -3.95 2.15
H -1.61 -4.64 1.46
O -5.84 3.57 -0.80
H 1.76 -5.00 0.52
O 1.34 -4.54 5.75
C -5.83 1.65 -4.13
O 2.73 1.72 -6.30
H 5.17 0.39 5.44
Cl -2.63 -1.04 3.94
O 1.12 2.10 -2.36
B 0.49 0.01 0.28
H -4.16 -0.41 2.40
O 1.54 -0.99 3.41
O -5.27 2.69 -4.32
H -1.49 3.48 0.59
C -2.70 1.08 2.25
O 0.48 -1.46 0.16
C 3.68 -3.95 3.23
H 1.23 4.67 -3.37
H -4.27 1.43 -1.96
H 4.65 -1.23 4.95
C 2.67 2.10 -4.92
H -3.82 -3.87 2.25
O 0.87 0.27 1.69
H -7.79 -0.07 -3.23
H -3.34 1.26 -3.51
Cl -3.95 -6.21 1.71
O 0.87 -3.18 1.53
H 2.89 2.87 -0.17
C -4.05 0.81 -2.83
C 1.17 -0.87 2.28
H -0.96 -2.88 5.70
N -4.71 3.99 -0.62
O -1.71 1.98 -1.50
H 0.28 -1.65 5.62
C 2.65 0.43 -6.58
H 3.46 0.04 5.24
O -0.86 0.50 -0.04
H -3.73 -4.89 3.64
O 4.58 0.17 3.48
H 2.13 -1.70 -7.98
H 4.13 -4.82 3.69
Cl 3.65 -7.05 1.34
H -4.28 3.84 -2.59
H 3.55 -3.18 3.99
O -4.11 3.90 0.43
C 0.05 -2.67 5.34
H -3.74 -0.17 -2.50
C 0.17 4.83 -3.52
C 0.67 1.41 -1.49
C -3.99 4.55 -1.82
O 4.13 1.53 1.77
C 4.45 -0.16 4.84
H 2.45 -0.99 -9.49
O 0.51 6.27 -1.74
H 0.28 -6.01 0.39
H -7.21 -0.67 -4.74
N -0.28 5.87 -2.56
H 2.72 -4.16 2.77
O -1.44 6.24 -2.67
H -0.14 5.10 -4.52
H 2.52 1.26 -4.25
C 1.36 -5.98 0.30
H 1.81 2.75 -4.78
N 4.60 -3.47 2.17
H 3.79 -1.39 -8.47
O 3.47 2.09 3.80
O 1.18 3.93 0.42
H -2.09 4.28 2.05
C -0.78 1.38 -1.04
C 0.89 -2.01 1.28
Cl -1.04 -6.05 3.26
H 2.47 4.27 -1.13
O 1.20 -3.05 7.29
C 2.49 3.88 -0.12
C -3.07 -0.37 2.36
H -2.93 1.53 1.28
H -1.16 5.16 0.84
C 2.78 -0.96 -8.45
O -5.31 0.59 -3.52
H -0.33 3.89 -3.28
H 3.58 2.65 -4.68
H 3.15 4.54 0.45
O 2.01 4.08 2.51
C -1.25 4.20 1.37
H 5.16 -0.22 1.33
C 4.03 1.32 3.08
O -0.15 3.85 2.19
H 1.53 -6.79 2.22
O 1.39 0.64 -0.70
H 1.50 -8.04 0.94
C -3.37 -4.80 2.61
H 5.00 0.91 0.02
Cl -3.49 2.11 3.43
N 0.94 -3.49 6.19
H -1.55 -3.75 3.02
H -8.72 0.18 -4.70
O -7.08 1.42 -4.52
H 3.55 0.02 0.48
O 2.51 -0.48 -5.82
H -2.93 4.48 -1.64
C 1.88 -7.07 1.22
H 0.15 -2.86 4.28
C -1.86 -4.66 2.52
C 1.10 3.99 1.76
H -1.60 1.13 2.28
H -4.44 5.51 -2.03
O 4.19 -2.64 1.39
C -7.71 0.19 -4.29
O 2.72 0.32 -7.92
Cl 1.80 -6.30 -1.39
H -2.71 -1.00 1.55
*
```

E_tot: -6131.2745 Eh
HOMO-LUMO gap: 9.954 eV
Lowest unoccupied orbital energy: 1.84 eV
HOMO: -8.1119 eV

=====

# 2
DFT (ωB97M-V with the def2-TZVPD basis set) results for C26H48Cl3N6O3SiZn as an isolated structure.

The geometry in ORCA input format:
```
! wB97M-V def2-TZVPD RIJCOSX def2/J DEFGRID3
* xyz -1 1
H 2.56 -1.66 -5.81
C -1.89 -0.29 4.50
H -2.71 -0.18 3.78
H 2.83 -2.15 -1.57
C 2.48 -0.33 -3.49
H -1.41 3.04 -0.07
H -1.06 -3.71 -0.32
H 3.92 -3.13 -2.58
H -0.55 0.51 -7.02
Si -1.01 -0.50 -2.50
N 0.34 3.88 0.78
H -0.64 2.80 4.26
H 1.97 -4.40 -4.61
H -2.52 0.79 -4.05
H 2.24 3.60 -5.89
H 1.40 5.56 1.43
H 1.00 1.28 5.09
H 0.10 -0.82 -0.21
Zn 2.70 0.72 -0.80
C 0.83 2.14 -6.62
H 2.36 -3.97 -6.33
H -2.18 -0.85 -4.68
C 0.23 0.52 5.26
H 0.26 1.81 -2.06
H 0.38 2.81 -7.36
C 2.61 -2.35 -4.97
Cl -0.51 -2.38 -3.15
O 1.84 -0.10 -2.30
C 1.84 0.49 -4.62
C -0.89 2.03 6.77
H -0.11 2.78 6.58
C 1.86 2.59 -5.79
C -2.38 -0.26 -3.77
C -3.01 1.19 6.03
H -0.92 -1.32 6.74
H 2.23 -3.60 -2.51
C -1.36 -0.33 6.85
H -1.27 0.30 -0.12
H -0.60 -5.24 3.33
H -0.50 -6.03 1.71
N -2.00 2.25 5.79
C 1.35 3.15 0.28
C 2.90 -2.71 -2.53
H -0.85 2.28 1.46
H 0.60 -4.69 2.14
H -1.61 3.92 1.50
H 0.47 -1.03 -5.36
H -2.77 -3.80 0.19
H -1.47 -1.30 4.42
H -1.29 2.15 7.78
C -0.97 3.24 0.93
H -1.53 -1.45 -0.24
H -1.52 1.85 -2.24
C 0.84 0.02 -5.46
C -1.77 -4.23 0.33
H -1.79 -5.29 0.06
H 3.66 -4.23 -5.18
N -2.46 -0.17 5.89
N -0.27 0.68 6.66
C 2.64 -1.83 -3.73
C 0.43 5.32 0.96
C 0.31 0.87 -6.43
C 2.36 1.78 -4.79
H 2.25 3.69 -0.02
H -1.76 -0.20 7.87
N -1.38 -4.14 1.73
H 0.64 -0.49 5.15
O 1.23 1.89 0.15
C -0.59 1.42 -2.65
H 3.50 0.05 -3.32
H -3.81 1.33 5.29
C -0.91 -0.63 -0.61
N -0.83 0.70 4.23
C 2.64 -3.81 -5.27
Cl 3.99 2.38 -1.64
Cl 3.25 -0.79 0.67
H -0.39 5.64 1.63
C -1.85 -3.14 2.49
O -2.58 -2.24 2.07
H -2.24 2.19 3.69
H -3.40 1.32 7.05
C -1.43 2.05 4.41
H 0.37 5.86 0.00
C -0.41 -5.09 2.26
H -1.51 -3.22 3.53
H -3.24 -0.63 -3.23
H 3.15 2.11 -4.11
H -0.47 1.75 -3.69
*
```

E_tot: -5023.3516 Eh
HOMO-LUMO gap: 7.293 eV
Energy relative to the best compared isomer or geometry (same formula, charge and spin): 36.7 kcal per mole
Lowest unoccupied orbital energy: 2.21 eV
HOMO: -5.0873 eV

=====

# 3
DFT (ωB97M-V with the def2-TZVPD basis set) results for C26H48ClO3PReS as an isolated structure.

The geometry in ORCA input format:
```
! wB97M-V def2-TZVPD RIJCOSX def2/J DEFGRID3
* xyz 0 4
H 0.41 2.02 -0.54
H 0.39 -1.45 -3.15
O 2.57 -2.32 2.19
H -0.42 -3.73 -3.10
C -2.51 -0.15 1.43
C -3.20 1.40 3.60
H -3.58 -3.43 -0.94
H 2.16 -1.21 0.61
H 0.64 1.69 2.84
H 0.04 -2.62 -0.99
H 4.34 -0.23 1.23
H 4.89 1.28 0.46
H -1.92 -4.08 -0.87
H 0.18 -2.81 4.73
H -1.92 0.55 0.79
Re -1.21 -1.54 1.35
H 1.42 2.71 1.65
H 0.46 0.68 -3.31
H -0.84 3.94 4.38
O 0.19 -2.93 1.96
C 4.07 -1.69 -1.18
C -0.57 3.28 -3.50
H 2.03 -2.19 -1.72
H -0.97 2.72 -4.36
H 2.58 -0.65 -2.36
C -2.51 -3.32 -2.81
H -4.39 0.05 2.39
C -2.04 -1.95 -0.69
C -0.50 3.34 2.27
H -1.23 -0.78 -3.10
C 0.85 2.80 -3.19
H -2.24 4.12 3.29
O 1.70 -4.59 2.83
S 1.51 -3.16 2.76
H 4.07 -2.38 -0.33
H -1.25 3.87 -1.54
H -3.28 -2.65 -3.22
C 0.01 1.30 -1.29
H -4.00 2.14 3.63
C -1.51 3.11 -2.29
H -2.58 -2.14 0.45
H -0.93 3.61 1.31
H -1.85 0.97 -2.34
C 4.31 0.36 0.30
C 2.85 0.72 0.01
H 5.07 0.16 -1.71
H 5.94 -0.80 -0.53
C -1.43 1.71 -1.64
H -2.07 1.71 -0.75
C -1.93 2.14 4.10
H 2.81 1.38 -0.86
H -1.15 1.40 4.28
H 1.90 1.11 -2.40
C -1.39 3.46 3.52
C 0.61 2.68 2.40
C -1.14 -2.94 -3.36
C -0.60 -1.74 -1.20
H -2.54 3.30 -2.61
Cl -1.87 -1.78 3.69
H -3.67 1.51 1.55
H -2.78 -4.33 -3.14
C 0.86 1.39 -2.57
H 1.95 -3.00 5.05
C 2.62 -1.30 -1.48
C 4.93 -0.47 -0.83
H -2.64 -1.13 -1.09
H -3.49 0.68 4.38
C 2.04 -0.56 -0.27
H -2.26 2.48 5.11
P 0.16 -0.33 -0.26
H 4.49 -2.21 -2.05
H 1.46 2.80 -4.11
C -3.48 0.67 2.25
C 1.19 -2.53 4.42
H 1.32 3.50 -2.49
C -0.62 -1.63 -2.76
H 1.32 -1.44 4.40
C -2.56 -3.30 -1.29
H 2.42 1.26 0.86
H -0.54 4.33 -3.80
H -1.17 -2.89 -4.45
*
```

E_tot: -2522.9980 Eh
HOMO-LUMO gap (alpha / beta): 6.901 / 7.451 eV
Energy relative to the best compared isomer or geometry (same formula, charge and spin): 42.0 kcal per mole
Lowest unoccupied orbital energy (alpha / beta): 0.03 / -1.05 eV
⟨S²⟩: 3.9055
HOMO (alpha / beta): -6.8734 / -8.5001 eV

=====

# 4
DFT (ωB97M-V with the def2-TZVPD basis set) results for a 5-piece molecular cluster, C26H49FN2O12S2 overall.

The geometry in ORCA input format:
```
! wB97M-V def2-TZVPD RIJCOSX def2/J DEFGRID3
* xyz 0 1
H -2.30 2.90 2.42
C -1.69 0.66 6.12
H -0.76 0.29 -6.47
H -2.36 -0.29 8.57
S -4.57 -0.08 -0.09
H 0.80 -4.17 2.01
H 1.72 1.92 4.65
H 2.21 -5.23 2.16
O 0.70 -4.35 -0.73
C 1.35 -4.98 1.53
H 2.72 1.86 3.11
C -1.12 -1.99 8.01
H 2.38 4.05 0.59
O -5.91 -0.39 0.24
H -4.38 -0.56 4.51
F -3.66 -1.38 0.04
H -0.10 -2.33 8.16
H -3.22 -0.64 -3.69
H 0.95 -0.99 -5.22
C -0.96 -0.72 -6.13
H 1.95 1.61 -7.74
C 2.91 1.29 -7.34
H 1.62 3.86 2.76
H -2.02 -0.77 -5.88
H -0.54 3.41 -0.02
O -0.41 0.32 8.19
O -0.29 -0.11 -3.87
H 5.13 0.63 -8.76
H -0.77 -1.42 -6.95
H -1.56 -0.17 0.27
H 3.40 2.62 0.45
C -3.54 0.61 2.43
C 6.08 0.47 -6.80
C -2.40 -1.16 -3.19
C -2.14 3.00 1.33
C 0.07 -3.16 -0.81
O -0.75 -2.98 -1.67
H 1.20 0.93 3.27
O 0.15 1.96 6.83
C 1.71 1.86 3.56
H -1.28 0.01 5.35
H -3.55 1.40 3.19
H 5.99 -0.86 -8.47
H -0.25 -2.08 -4.57
H 0.13 3.32 3.62
H 3.68 1.80 -7.92
H 2.50 -3.76 0.14
H 2.98 1.59 -6.29
C -1.34 -0.65 8.67
H -2.07 1.57 5.65
H -1.14 -0.74 9.74
H 0.68 -5.84 1.49
C 1.31 2.11 0.70
O -1.26 0.55 -2.01
C 0.35 -2.11 0.24
H -1.80 -2.74 8.43
H 2.34 -5.44 -0.31
O 2.00 -0.89 -7.24
C 1.81 -4.60 0.14
H -2.47 1.83 -0.47
H 2.36 3.03 -0.91
H 5.47 1.22 -6.29
H -1.29 -1.94 6.93
C -0.68 3.44 1.08
C 0.90 3.03 2.90
C -0.60 1.06 7.08
H -2.77 3.80 0.94
H 6.31 -0.31 -6.08
H -2.73 -1.51 -2.22
C -1.26 -0.20 -2.96
H 0.26 -1.12 -0.23
H -4.75 1.93 1.08
O 4.17 -0.81 -7.60
S -4.63 -0.66 3.18
O -1.31 -0.31 3.05
N -1.70 0.55 0.97
O -4.50 0.50 -1.39
N 0.32 2.53 1.65
C -3.95 1.19 1.06
H -2.12 -2.05 -3.76
C -2.04 0.18 2.28
C 5.36 -0.12 -8.00
C -0.10 -1.06 -4.93
H -0.53 4.49 1.36
H -2.55 0.18 6.59
C 2.98 -0.22 -7.42
H 1.35 -2.15 0.67
O 1.30 1.00 0.32
C 2.42 3.03 0.18
H 7.01 0.95 -7.11
H -0.40 -2.19 1.03
C -2.52 1.69 0.62
*
```

E_tot: -2928.6997 Eh
HOMO-LUMO gap: 8.936 eV
SMILES string: CCN(CC[C@H]1NC(=O)[C@H](S)[C@@H]1S(=O)(=O)F)C(C)=O.CCOC(C)=O.CCOC(C)=O.CCOC(C)=O.CCOC(C)=O
Lowest unoccupied orbital energy: 0.36 eV
HOMO: -8.5747 eV

=====

# 5
DFT (ωB97M-V with the def2-TZVPD basis set) results for a 5-piece molecular cluster, C26H50N3O10S4 overall.

The geometry in ORCA input format:
```
! wB97M-V def2-TZVPD RIJCOSX def2/J DEFGRID3
* xyz 1 1
O 2.37 6.51 -1.16
H -4.34 4.94 -0.11
O 3.00 7.93 0.82
C 4.91 7.14 -0.83
C -4.79 2.09 0.84
O -9.11 -0.09 0.97
H -1.26 2.83 0.76
S 3.30 6.87 -0.11
H 0.64 2.44 2.65
N -5.20 2.32 2.14
C 4.60 -8.85 0.65
C -4.57 0.96 -1.08
C 3.73 5.39 0.80
C 5.21 -9.79 -1.52
O 4.66 -5.40 -1.16
H 5.47 4.10 0.65
H -7.52 0.09 -1.23
H -2.26 5.16 -1.05
H 2.76 -3.27 2.01
N -4.11 2.87 0.00
N -5.07 0.94 0.24
H 6.18 -8.09 -0.61
H 5.26 8.14 -0.56
H 0.44 1.84 -0.97
C 5.19 -3.54 0.64
H 4.57 -7.72 -1.21
H 5.39 -11.85 -0.82
H 6.90 -10.91 -0.71
C 0.58 1.39 2.34
H -0.48 1.12 2.23
H 6.31 6.40 0.64
H 2.89 4.71 0.82
H -1.81 5.27 0.64
C 4.19 -2.38 0.66
S 4.26 -4.99 0.16
H -3.51 2.57 -2.07
H -11.14 1.36 0.18
C -1.23 3.39 -0.19
C 2.81 -2.96 0.97
C 2.67 -4.19 0.06
C -10.31 2.01 -0.09
O 1.38 0.02 0.56
H 5.78 -9.68 -2.44
C -2.22 4.58 -0.12
C -4.00 2.16 -1.19
H 1.07 0.79 3.13
S 5.42 -10.38 1.07
H 4.17 -1.89 -0.32
H -11.18 2.13 -2.09
C -3.65 4.22 0.37
H 5.99 -3.37 -0.07
H -1.45 2.77 -1.07
H 2.02 -2.24 0.79
H 1.74 2.81 -1.62
S -8.80 1.22 0.45
H 5.61 -3.72 1.63
H -9.75 3.13 -1.85
H 4.00 5.69 1.81
C -8.09 1.02 -1.18
H -5.56 0.15 0.62
H 2.51 -3.89 -0.97
H -7.43 1.87 -1.37
H 3.53 -9.05 0.59
O 1.91 2.23 0.41
C 0.23 3.90 -0.40
H -4.67 0.14 -1.79
H 0.61 4.46 0.47
C 4.94 4.84 0.05
H 4.62 4.35 -0.87
H -10.41 2.97 0.40
H -6.05 1.77 2.31
C -9.29 1.04 -2.12
C 5.81 -10.87 -0.62
H 4.80 -8.11 1.41
H 4.81 7.07 -1.92
C -10.20 2.16 -1.62
C 1.32 1.13 1.01
H 0.25 4.52 -1.31
H -5.55 3.28 2.16
H -3.73 4.37 1.45
O 4.24 -5.91 1.27
O -7.99 2.16 1.20
O 4.45 -11.30 1.61
C 5.17 -8.48 -0.72
O 6.65 -10.07 1.75
H 4.48 -1.62 1.39
H -8.98 1.20 -3.16
H 6.61 5.79 -0.98
H -9.81 0.08 -2.07
C 1.13 2.67 -0.73
H 1.89 -4.87 0.38
C 5.82 6.05 -0.27
H 4.19 -10.07 -1.80
*
```

E_tot: -3529.8503 Eh
HOMO-LUMO gap: 8.220 eV
Lowest unoccupied orbital energy: -2.50 eV
HOMO: -10.7193 eV

=====

Which of these has the lowest E_tot?
C26H48BCl6N4O28

=====

What is the E_tot in the first record?
-6131.2745 Eh

=====

Among the records above, which one has the lowest E_tot?
C26H48BCl6N4O28

=====

What is the E_tot in the first record?
-6131.2745 Eh